Record 1
Here is a cluster of 2 separate species, C2H8NOS in total from the Open Molecules 2025 dataset. Energies are from ωB97M-V with the def2-TZVPD basis set.

Geometry as XYZ:
```
13
Properties=species:S:1:pos:R:3:forces:R:3
C -0.75780 0.82509 1.16709 -0.06 -0.93 -0.14
C 0.77002 0.55777 1.22164 0.13 -0.29 -0.16
S 1.33350 -1.11536 0.72470 -0.09 0.04 -0.03
N -1.64089 -0.36457 1.18045 0.12 0.42 0.19
H -0.99995 1.35590 0.25109 -0.08 0.35 -0.02
H -1.03060 1.40699 2.04089 -0.13 0.49 0.03
H 1.11148 0.74648 2.24020 0.07 0.06 0.10
H 1.27405 1.27556 0.56925 -0.06 0.16 0.12
H -1.19863 -1.02444 1.81395 0.00 -0.14 0.00
H -1.50967 -0.81260 0.28340 0.11 -0.18 -0.10
H -0.80850 0.11212 -4.41929 0.18 0.06 0.02
H -0.16153 1.51998 -4.53611 -0.27 -0.45 0.23
O -0.81634 0.99809 -4.04523 0.07 0.41 -0.25
```
Forces are in eV/Å.

Charge ... -1

***

Record 2
Here is the ion C5H13N2O with charge -1 from the Open Molecules 2025 dataset. Energies are from ωB97M-V with the def2-TZVPD basis set.

Geometry as XYZ:
```
21
Properties=species:S:1:pos:R:3:forces:R:3
C -1.22424 -0.26960 -1.96072 -1.19 2.07 -1.93
C -0.60059 0.02951 -0.65342 3.52 1.15 -2.32
C 1.08823 -0.21481 -0.93051 -1.45 -0.28 2.26
C 1.42423 -1.50875 -0.08311 1.50 0.66 -1.91
O 0.46227 -1.73570 0.71240 -2.72 -2.17 3.18
N -0.71113 1.44454 -0.18502 0.24 -0.62 -3.35
C -0.90743 1.37847 1.20727 0.94 0.40 2.58
N 0.28480 0.87974 1.94968 1.27 1.93 0.50
H -1.95484 -1.01676 -1.97881 -1.21 -1.58 0.57
H -1.82009 0.60800 -2.35109 0.85 -0.48 0.19
H -0.51597 -0.58404 -2.70961 0.27 0.15 -0.41
H -0.95440 -0.64917 0.07462 0.21 -0.51 0.71
H 1.54952 -0.29884 -1.91134 -0.72 0.30 -0.63
H 1.57452 0.61064 -0.37792 -0.06 -0.20 -0.42
H 2.31174 -1.26353 0.48379 1.66 0.24 0.17
H 1.73856 -2.36693 -0.75818 -0.15 0.22 -0.17
H 0.21607 1.76590 -0.66528 -2.33 0.47 2.53
H -1.40686 2.21336 1.73592 1.19 1.02 -0.68
H -1.76253 0.72701 1.49167 0.77 -0.73 -0.92
H 0.39694 -0.09188 1.63105 0.62 -0.22 0.03
H 1.23227 1.47301 1.80620 -3.22 -1.82 0.03
```
Forces are in eV/Å.

Charge ... -1

***

Record 3
Here is a structure of composition C6H10O from the Open Molecules 2025 dataset. Energies are from ωB97M-V with the def2-TZVPD basis set.

Geometry as XYZ:
```
17
Properties=species:S:1:pos:R:3:forces:R:3
C 2.29941 -0.15164 -0.08334 0.05 -0.05 -0.02
C 1.13838 0.80591 0.18537 -0.06 0.03 0.01
C -0.04168 0.02573 0.72371 0.32 -0.06 -0.04
O -1.18492 0.81065 1.14475 -0.02 0.09 0.12
C -2.05126 -0.07539 0.44132 -0.39 -0.12 0.06
C -1.83493 0.06689 -1.02123 -0.02 0.08 -0.15
C -0.91466 -0.81243 -0.20196 0.10 -0.26 0.00
H 2.02872 -0.88879 -0.84883 0.05 0.12 0.10
H 2.56513 -0.70368 0.82698 -0.02 0.10 -0.14
H 3.19365 0.37667 -0.42623 -0.14 -0.06 0.03
H 0.85426 1.34023 -0.72962 0.01 -0.08 0.14
H 1.42749 1.56367 0.92383 -0.04 -0.10 -0.07
H 0.28461 -0.58545 1.57853 -0.03 0.07 -0.12
H -2.93771 -0.44767 0.94739 0.10 0.17 -0.15
H -2.51584 -0.48235 -1.66698 0.12 0.06 0.13
H -1.50787 1.03103 -1.40485 0.00 -0.15 0.08
H -0.80275 -1.87340 -0.38882 -0.02 0.15 0.03
```
Forces are in eV/Å.

***

Record 4
Here is a cluster of 2 separate species, C4H12NOS in total from the Open Molecules 2025 dataset. Energies are from ωB97M-V with the def2-TZVPD basis set.

Geometry as XYZ:
```
19
Properties=species:S:1:pos:R:3:forces:R:3
C -2.57761 -0.86593 1.88516 0.02 -1.00 0.96
C -1.26907 -0.15538 2.28112 0.55 -0.80 -0.88
S -1.24155 1.49717 1.58505 0.02 0.75 0.10
H -2.65831 -0.95865 0.79603 0.08 0.07 0.20
H -3.44566 -0.28476 2.24349 0.37 -0.18 -0.17
H -2.64792 -1.90860 2.34264 0.06 0.98 -0.50
H -0.37315 -0.74034 1.89350 -1.00 0.42 0.41
H -1.13468 -0.07648 3.35729 -0.21 -0.23 0.21
C 2.83213 0.02834 -1.91553 -1.09 0.88 -0.96
N 1.46027 0.52078 -2.21888 0.60 -0.46 -1.09
C 0.59664 0.50414 -1.08325 0.00 0.21 2.49
O -0.72578 0.90679 -1.30211 0.47 -0.62 -0.80
H 3.33968 0.80711 -1.35142 0.09 -0.21 0.39
H 3.35334 -0.03040 -2.87778 0.01 -0.17 0.17
H 2.86145 -0.94743 -1.42428 0.04 -0.01 0.25
H 1.07275 -0.04837 -2.97312 -0.01 0.14 0.31
H 0.61935 -0.50283 -0.55102 -0.06 0.49 -0.51
H 1.00318 1.22845 -0.33183 0.17 -0.57 -0.38
H -1.06506 1.02643 -0.35506 -0.10 0.31 -0.21
```
Forces are in eV/Å.

Charge ... -1

***

Record 5
Here is an isolated molecule of C5H6F2 from the Open Molecules 2025 dataset. Energies are from ωB97M-V with the def2-TZVPD basis set.

Geometry as XYZ:
```
13
Properties=species:S:1:pos:R:3:forces:R:3
C 1.95457 0.56596 -1.12680 -0.40 -1.56 -0.08
C 0.67340 0.00250 -1.12671 3.83 1.01 -1.41
C 0.01030 -0.78965 -0.03144 -1.07 -1.29 0.41
C -1.21251 -0.08199 0.48169 -1.99 1.14 -0.01
C -1.60360 0.27700 1.69108 2.64 -0.58 1.90
H 2.66343 0.57220 -0.19761 -1.41 0.23 -2.08
H 0.16190 -0.10386 -2.09943 0.35 0.45 0.49
H 0.60260 -1.01281 0.89944 -0.01 -0.08 -1.31
H -0.37614 -1.79688 -0.59037 1.13 2.12 1.64
H -1.95447 0.32453 -0.17076 -0.28 -0.23 -1.45
H -0.90664 0.12938 2.54240 -0.84 -0.02 -0.17
F 2.69597 0.95409 -2.34697 -2.36 -0.75 3.06
F -2.70882 0.95954 2.07548 0.42 -0.43 -0.98
```
Forces are in eV/Å.

***

Record 6
Here is a cluster of 3 separate species, H6O3 in total from the Open Molecules 2025 dataset. Energies are from ωB97M-V with the def2-TZVPD basis set.

Geometry as XYZ:
```
9
Properties=species:S:1:pos:R:3:forces:R:3
O -7.07698 9.14008 -11.75005 -0.20 -0.15 0.03
H -6.19858 8.78773 -11.60684 0.27 -0.12 -0.16
H -7.02176 10.04927 -11.45584 -0.06 0.27 0.07
O -6.23564 6.16370 -12.00491 0.15 -0.04 -0.01
H -7.06868 6.09375 -12.47116 -0.18 0.02 -0.23
H -6.46866 6.52646 -11.15031 -0.19 0.01 0.30
O -3.50312 6.35627 -11.42739 0.53 -0.01 0.16
H -4.32552 6.08085 -11.83239 -0.38 -0.13 -0.25
H -3.73008 7.14595 -10.93635 0.06 0.15 0.10
```
Forces are in eV/Å.

***

Calculated values (eV) of E_HOMO for the records, taken in order: -2.23, -2.66, -9.31, -2.83, -9.84, -11.11.
Calculated values (kcal/mol) of ΔE to the lowest compared entry with this formula, charge and spin for the records, taken in order: 18.6, 74.6, 39.0, 20.9, 37.6, 11.0.
Calculated values (Eh) of gap between HOMO and LUMO for the records, taken in order: 0.19880, 0.25146, 0.38484, 0.23833, 0.39334, 0.42282.